DFT (ωB97M-V with the def2-TZVPD basis set) results for 10 unconnected molecules or ions with the total composition C40H82ClF7N3O12P2S2 at a distorted geometry.

Each line ends with the Mulliken charge.
Atoms and positions in Å:
H  -2.7175  -3.1782  3.3136  -0.2207
C  2.5113  8.4264  -3.2143  -0.9659
F  6.4571  3.7215  -3.4914  -0.2299
H  -0.8250  0.2227  7.9200  0.2017
H  2.8084  9.5692  -3.1414  0.4247
H  -7.9263  -0.2102  7.2998  0.3519
C  -0.2111  -9.3307  2.0629  -0.2628
H  -2.4789  -5.5661  3.3435  0.2488
C  -4.0642  -1.0130  -6.6723  -0.1930
H  2.4730  9.7856  -8.3113  0.3169
O  -2.1011  -0.1554  1.9866  -0.4797
H  -2.9081  -4.8183  5.9780  -0.0290
O  -0.9486  -4.8032  7.7934  -0.5431
H  0.2567  0.2261  9.3075  0.3889
C  -1.1077  2.5181  1.5117  -0.3949
H  0.1841  -8.6074  1.3429  0.2608
H  -6.2076  0.1906  7.0723  0.3305
H  -2.3035  -3.5849  8.7223  0.3729
C  1.5946  3.9499  -0.0611  -1.0682
O  -5.9047  -1.2906  1.3793  -0.4851
H  -4.8333  -1.5652  6.1844  0.2244
H  -5.0559  -1.1564  1.8348  0.2491
H  -1.6695  -2.9832  7.1779  0.0733
C  1.6266  4.5169  1.2500  -0.6655
F  3.1616  1.2970  -5.0570  -0.2934
P  0.0997  1.8964  -4.3074  0.2456
H  -1.7128  4.5835  -2.5996  0.5360
H  4.1292  3.1899  -0.9392  0.4170
H  1.4287  2.0493  8.2768  0.3098
C  3.0156  6.3544  -5.2499  0.0443
C  -3.1941  -4.5063  6.9878  -0.3815
P  -0.3006  4.7104  -5.0137  0.2538
C  -6.7085  -1.8617  6.6209  -0.3109
H  -5.3777  -3.1899  0.8084  0.2327
C  5.9711  2.5454  -4.3083  0.7223
C  2.5988  8.9597  -7.4913  -0.4875
H  4.4237  5.1943  -3.9393  0.4584
C  2.9657  7.4400  -7.9840  -0.5300
C  -5.1631  -0.2899  -5.9216  -0.8686
C  1.2678  0.3168  7.4007  -0.2931
H  -2.8570  -10.6198  4.4229  0.2796
F  7.2325  2.1189  -5.0366  -0.2640
O  10.4372  2.6168  -5.3421  -0.4909
C  2.6703  7.9260  -4.7715  0.5355
F  2.7478  2.8838  -6.6630  -0.3304
H  -0.7314  6.4981  -3.5980  0.3089
H  -3.6077  -13.0248  5.7427  0.2903
O  -3.5174  -11.1783  4.8677  -0.5068
C  -1.7205  -12.0800  6.1860  -0.7714
O  -1.5167  -5.5618  3.2016  -0.4842
S  -1.8069  2.2339  -4.7398  -0.3619
C  2.4614  9.1712  -5.8716  -0.6775
H  11.9669  -0.0064  -3.9135  0.3188
H  -1.0233  4.8870  -7.3984  0.4010
H  -0.1206  1.9989  1.1317  0.2846
H  -6.4533  -4.2806  2.8009  0.3803
H  -3.5302  -5.4049  7.5155  0.3250
H  -1.7450  -8.2275  2.5372  0.2891
F  5.2580  1.9396  -6.5974  -0.3202
O  1.2979  1.7360  7.3653  -0.5186
H  1.1305  -0.0474  6.3783  0.1865
C  0.1347  -0.1547  8.2882  -0.7619
H  -7.0308  -2.6888  3.3495  0.1939
H  -6.4941  -2.2503  7.6212  0.2648
H  -0.8657  3.4598  2.2033  0.1521
H  3.2734  7.8484  -2.5194  0.2350
H  -4.7414  0.3549  -5.1437  0.2137
H  0.2813  -8.1783  3.8224  0.1927
C  -2.0333  3.1082  0.2756  -0.5229
O  -3.1879  -0.0719  -7.2745  -0.4973
H  1.3961  8.3239  -2.8730  0.1592
H  -1.2145  -12.9995  6.4931  0.3138
H  -4.0302  -3.8051  6.9164  0.0269
H  -5.3043  -3.0251  3.3201  0.0338
C  -2.8712  -12.3838  5.2492  -0.2259
H  -0.9917  -11.4206  5.7033  0.0984
C  2.5876  3.7524  -4.2035  1.5976
C  -1.6404  -3.1624  3.1176  -0.0555
H  2.2322  -0.0457  7.7696  0.3186
H  -1.1413  -3.0764  4.0884  0.1291
H  -2.0791  -11.5583  7.0794  0.2532
H  3.4633  5.1922  -7.3455  0.1582
C  3.3538  2.7832  -5.2755  0.7477
H  2.2044  10.2799  -5.5102  0.2318
H  -2.3439  4.2284  0.4547  0.3821
H  0.6354  1.2291  -5.4782  0.1727
C  2.7916  3.2678  -2.6068  -0.5850
H  -7.5422  -2.4319  6.2007  0.3130
H  -2.8099  0.4735  -6.5634  0.2331
H  10.6004  2.0347  -3.3811  0.2252
C  1.4868  3.7733  -1.6821  0.2420
H  3.8700  4.7345  -1.4578  0.2897
C  4.9388  2.9469  -5.5037  0.1974
O  -0.0552  6.3495  -4.3494  -0.6340
C  0.9252  3.6434  -4.0544  -0.0711
N  2.6944  1.8089  -2.2427  -0.2564
H  -1.7110  -4.5269  1.4403  0.2987
H  9.5898  2.1505  -5.4444  0.2721
N  3.9696  3.7367  -1.8157  -0.3516
O  -5.5701  -2.0689  5.7979  -0.3704
H  0.1964  1.0915  -3.0965  0.1002
S  -1.9899  1.2723  2.6076  0.8563
H  -0.7535  5.0333  -1.0583  0.4922
C  0.4609  -9.1772  3.4115  -0.4212
H  -0.0478  -10.3369  1.6660  0.2964
H  12.1180  2.4826  -4.1846  0.2866
C  3.1724  6.2226  -6.8827  -0.3423
H  3.5897  1.3669  -1.9696  0.4181
H  3.0762  7.2174  -9.1395  0.3024
H  0.0511  -9.8952  4.1295  -0.1504
H  -7.1188  -2.8495  0.8514  0.3186
C  -6.1698  -2.6856  1.3703  -0.2778
H  1.3812  4.8693  2.3639  0.4147
H  -3.0517  2.4872  0.3218  0.3049
C  -2.0197  -3.8751  7.7064  -0.1097
H  0.0949  -1.2470  8.3226  0.1831
H  -2.2845  2.4359  -1.8881  0.3120
O  -1.6104  -9.1268  2.1922  -0.5089
C  11.1657  1.9603  -4.3152  -0.1994
C  -0.8203  4.2337  -1.9435  -1.1671
H  -7.2484  -0.0023  5.6671  0.2588
H  1.5398  -9.3358  3.3299  0.3450
H  0.4208  6.0329  -7.0757  0.2139
C  -6.2450  -3.2071  2.7903  -0.6845
H  -5.8502  -1.0015  -5.4551  0.3287
C  -1.2065  -4.4271  2.4062  -0.4119
C  3.2415  5.2462  -4.1092  -0.2877
N  0.4747  3.9032  -2.5988  0.7844
H  -2.5189  -12.8940  4.3474  0.2413
H  -1.4041  -2.2779  2.5194  0.1762
C  0.0514  4.9305  -6.8729  -0.7246
O  -3.3514  1.7830  3.1668  -0.5222
H  -3.4844  -1.6523  -5.9996  0.2234
H  0.6698  4.0972  -7.3936  0.1999
H  -0.5848  1.9688  -1.2240  0.1138
H  -5.7303  0.3572  -6.5987  0.2495
H  2.8291  5.7158  -3.0920  0.1099
H  -0.1265  -4.4172  2.2319  0.3333
Cl  -0.7450  1.0426  4.3185  -0.1507
H  1.9750  1.6032  -1.5171  0.2096
H  -4.4884  -1.6391  -7.4628  0.2897
F  5.4390  4.2169  -6.0721  -0.2407
H  -0.6984  -5.0481  6.8860  0.2914
H  10.4516  -0.0081  -4.8462  0.2984
F  5.6184  1.3675  -3.4928  -0.2106
H  11.9570  0.4467  -5.6348  0.2590
C  11.4024  0.5128  -4.6930  -0.9484
C  -1.3772  2.8291  -1.2189  -0.2532
C  -7.0479  -0.3865  6.6727  -1.0492

Properties
HOMO-LUMO gap: 4.87 eV
E: -143609.0221 eV
charge: +1
maximum force: 0.1939 hartree/bohr